Density functional theory data (ωB97M-V/def2-TZVPD) for 2 unconnected molecules or ions with the total composition H4N2O3Si.

Properties
HOMO energy, eV: -9.8
Multiplicity: 1
Energy, eV: -17062.690
Energy relative to the best compared isomer or geometry (same formula, charge and spin), kcal per mole: 47.9

```
10
H4N2O3Si (ωB97M-V/def2-TZVPD)
N 1.841 -0.006 -0.251
N -2.136 -0.161 0.667
O -0.723 -0.365 -1.151
O -2.207 1.006 0.634
O -1.109 -0.658 1.580
Si 0.521 0.371 -1.286
H 1.597 -0.619 0.568
H 2.740 0.451 -0.316
H -1.078 -1.658 1.625
H 0.553 1.640 -2.070
```